ORCA calculation (the ωB97M-V functional and the def2-TZVPD basis) on the molecule C7H8O at a distorted geometry.

Each atom is followed by the atoms it is bonded to, with distances in Å.
Geometry (Å):
1 C 2.5505 0.1086 0.0557  C2 1.329, H9 1.271, H10 0.999
2 C 1.2513 0.3742 0.1493  C1 1.329, C3 1.570, C7 1.682
3 C 0.3696 1.6643 -0.0050  C2 1.570, C4 1.385, H11 1.288
4 C -0.9480 1.4081 -0.3455  C3 1.385, C5 1.505, H12 1.190
5 C -1.1924 -0.0124 0.0857  C4 1.505, C6 1.391, C7 1.549
6 C -2.5472 -0.3226 0.1393  C5 1.391, H13 1.142, H14 1.159
7 C 0.0923 -0.8180 0.4043  C2 1.682, C5 1.549, O8 1.336, H15 1.057
8 O 0.3882 -1.9088 -0.3088  C7 1.336, H16 1.022
9 H 3.1645 0.9335 -0.6915  C1 1.271
10 H 3.0510 -0.7419 0.2118  C1 0.999
11 H 0.7008 2.8885 0.2193  C3 1.288
12 H -1.9641 2.0162 -0.2270  C4 1.190
13 H -3.4539 0.1674 -0.3516  C6 1.142
14 H -2.5992 -1.4706 0.2913  C6 1.159
15 H 0.2703 -0.9507 1.4374  C7 1.057
16 H 0.2678 -1.9852 -1.3212  O8 1.022

Results
Molar mass   108.1 g/mol
E_HOMO   -8.219 eV
Orbital gap   8.62 eV
LUMO   0.402 eV
Maximum force   7.6 eV/A
Total energy   -9430.5665 eV
Total charge   0
Structure (SMILES)   C=C1C=CC(=C)C1O


ORCA calculation (the ωB97M-V functional and the def2-TZVPD basis) on a cluster of 2 separate species, C2H6N2O4 in total.

Each atom is followed by the atoms it is bonded to, with distances in Å.
Geometry (Å):
1 C 27.5774 22.6658 14.2293  N2 1.484, H5 1.083, H6 1.085, H7 1.086
2 N 28.6652 23.6039 14.6022  C1 1.484, O3 1.219, O4 1.212
3 O 28.5938 24.7417 14.1707  N2 1.219
4 O 29.5786 23.1744 15.2738  N2 1.212
5 H 26.6815 23.2416 14.0319  C1 1.083
6 H 27.4326 22.0000 15.0733  C1 1.085
7 H 27.9083 22.1362 13.3412  C1 1.086
8 C 30.5099 27.3273 14.3110  N9 1.476, H12 1.085, H13 1.084, H14 1.086
9 N 30.3998 28.7049 14.8282  C8 1.476, O10 1.218, O11 1.219
10 O 30.9404 29.5937 14.1953  N9 1.218
11 O 29.8296 28.8525 15.8956  N9 1.219
12 H 29.6673 27.1180 13.6595  C8 1.085
13 H 30.4917 26.6204 15.1324  C8 1.084
14 H 31.4315 27.2201 13.7461  C8 1.086

Results
Molar mass   122.1 g/mol
E_HOMO   -10.881 eV
Orbital gap   10.75 eV
LUMO   -0.134 eV
Maximum force   0.8 eV/A
Total energy   -13335.7699 eV
Total charge   0
Structure (SMILES)   C[N+](=O)[O-].C[N+](=O)[O-]


ORCA calculation (the ωB97M-V functional and the def2-TZVPD basis) on the molecule C21H28N4O3.

Each atom is followed by the atoms it is bonded to, with distances in Å.
Geometry (Å):
1 C 5.5462 -3.9046 0.1254  O2 1.406, H29 1.095, H30 1.089, H31 1.095
2 O 4.7837 -2.8090 0.5684  C1 1.406, C3 1.363
3 C 4.2609 -1.9642 -0.3643  O2 1.363, C4 1.398, C28 1.383
4 C 3.5180 -0.8925 0.1385  C3 1.398, C5 1.379, H32 1.079
5 C 2.9478 0.0234 -0.7210  C4 1.379, C6 1.506, C24 1.392
6 C 2.1511 1.1899 -0.1985  C5 1.506, N7 1.455, H33 1.095, H34 1.100
7 N 0.8927 1.3087 -0.9184  C6 1.455, C8 1.448, C23 1.448
8 C 0.2077 2.5700 -0.7236  N7 1.448, C9 1.534, H35 1.095, H36 1.092
9 C -0.4617 2.7062 0.6499  C8 1.534, C10 1.525, H37 1.089, H38 1.090
10 C -1.4421 1.5532 0.8383  C9 1.525, N11 1.448, C22 1.532, H39 1.097
11 N -2.0641 1.6280 2.1441  C10 1.448, N12 1.330, C15 1.353
12 N -1.5719 2.4308 3.0834  N11 1.330, C13 1.318
13 C -2.2890 2.2296 4.1711  N12 1.318, C14 1.396, H40 1.072
14 C -3.2761 1.2678 3.9469  C13 1.396, C15 1.384, H41 1.071
15 C -3.1037 0.9059 2.6226  N11 1.353, C14 1.384, N16 1.399
16 N -3.8070 -0.0753 1.9164  C15 1.399, C17 1.368, H42 1.010
17 C -4.3468 0.0360 0.6644  N16 1.368, O18 1.214, C19 1.489
18 O -4.2111 1.0177 -0.0360  C17 1.214
19 C -5.0921 -1.1773 0.2286  C17 1.489, C20 1.509, C21 1.510, H43 1.083
20 C -6.2720 -0.9677 -0.6880  C19 1.509, C21 1.486, H44 1.079, H45 1.079
21 C -5.0134 -1.5385 -1.2350  C19 1.510, C20 1.486, H46 1.079, H47 1.079
22 C -0.7039 0.2213 0.6701  C10 1.532, C23 1.536, H48 1.092, H49 1.091
23 C -0.0090 0.1969 -0.6990  N7 1.448, C22 1.536, H50 1.095, H51 1.092
24 C 3.1028 -0.1186 -2.0975  C5 1.392, C25 1.385, H52 1.077
25 C 3.8300 -1.1838 -2.6009  C24 1.385, O26 1.364, C28 1.397
26 O 4.0416 -1.4264 -3.9266  C25 1.364, C27 1.407
27 C 3.4813 -0.5381 -4.8627  O26 1.407, H53 1.095, H54 1.089, H55 1.095
28 C 4.4141 -2.1086 -1.7317  C3 1.383, C25 1.397, H56 1.077
29 H 6.4302 -3.5794 -0.4323  C1 1.095
30 H 5.8612 -4.4289 1.0265  C1 1.089
31 H 4.9530 -4.5810 -0.4985  C1 1.095
32 H 3.4091 -0.8028 1.2078  C4 1.079
33 H 2.7159 2.1101 -0.3819  C6 1.095
34 H 2.0264 1.0879 0.8902  C6 1.100
35 H -0.5594 2.6438 -1.5020  C8 1.095
36 H 0.9227 3.3819 -0.8739  C8 1.092
37 H -0.9891 3.6571 0.7179  C9 1.089
38 H 0.2852 2.6817 1.4433  C9 1.090
39 H -2.2339 1.6253 0.0832  C10 1.097
40 H -2.0775 2.7765 5.0681  C13 1.072
41 H -4.0089 0.8944 4.6326  C14 1.071
42 H -4.1225 -0.8421 2.4929  N16 1.010
43 H -5.1443 -1.9867 0.9458  C19 1.083
44 H -6.5073 0.0554 -0.9380  C20 1.079
45 H -7.1299 -1.6093 -0.5585  C20 1.079
46 H -4.4022 -0.9005 -1.8546  C21 1.079
47 H -4.9767 -2.5857 -1.4930  C21 1.079
48 H 0.0333 0.1121 1.4683  C22 1.092
49 H -1.4018 -0.6153 0.7356  C22 1.091
50 H -0.7743 0.2376 -1.4814  C23 1.095
51 H 0.5544 -0.7312 -0.8166  C23 1.092
52 H 2.6317 0.6083 -2.7371  C24 1.077
53 H 2.3897 -0.5104 -4.7865  C27 1.095
54 H 3.7660 -0.9226 -5.8410  C27 1.089
55 H 3.8782 0.4748 -4.7419  C27 1.095
56 H 4.9731 -2.9180 -2.1706  C28 1.077

Results
Molar mass   384.5 g/mol
E_HOMO   -8.120 eV
Orbital gap   8.81 eV
LUMO   0.688 eV
Maximum force   0.8 eV/A
Total energy   -34333.1572 eV
Total charge   0
Structure (SMILES)   COc1cc(CN2CCC(n3nccc3NC(=O)C3CC3)CC2)cc(OC)c1


What is the molar mass in the third record? 384.5 g/mol